[1]
{"formula": "C20H37MgN2O4SSi", "method": "ωB97M-V/def2-TZVPD", "symbols": ["S", "Si", "Mg", "O", "O", "O", "O", "N", "N", "C", "C", "C", "C", "C", "C", "C", "C", "C", "C", "C", "C", "C", "C", "C", "C", "C", "C", "C", "C", "H", "H", "H", "H", "H", "H", "H", "H", "H", "H", "H", "H", "H", "H", "H", "H", "H", "H", "H", "H", "H", "H", "H", "H", "H", "H", "H", "H", "H", "H", "H", "H", "H", "H", "H", "H", "H"], "xyz": [[-1.228089, 1.396725, 1.009576], [-0.322522, 0.964088, -0.829839], [0.306838, -0.262842, 1.581254], [0.705727, 2.081353, -1.356496], [0.713250, -0.268361, -0.260367], [-1.236642, 0.409777, -2.035277], [1.687010, -0.153945, 2.872515], [0.810949, -0.334112, 4.924348], [-0.639046, -1.872752, 2.528552], [-2.815117, 0.261569, -3.791331], [-0.560499, -0.413389, 4.451129], [-0.742844, 3.840344, -2.179632], [-3.551398, 0.963034, -1.499217], [3.195758, -0.018726, 4.722613], [0.610368, 3.150705, -2.295824], [-2.598202, 0.068416, -2.287060], [2.319208, -2.008141, -0.087747], [1.246600, -1.456509, -2.283232], [-1.241839, -2.848558, 4.605512], [-0.830599, -3.040630, 1.931760], [0.808795, 2.577123, -3.698075], [1.782953, -0.884706, -0.976857], [-1.205857, -4.179997, 2.624193], [1.728376, 4.141149, -1.960494], [-2.840308, -1.393735, -1.903036], [1.842565, -0.175016, 4.096469], [-0.838589, -1.762888, 3.836434], [-1.415668, -4.080583, 3.991775], [2.909297, 0.118265, -1.214908], [1.776620, 2.085143, -3.771461], [-1.424127, -2.728226, 5.662027], [3.762943, -0.370289, -1.674806], [-2.112407, -0.347292, -4.355181], [-3.827319, -0.028190, -4.059435], [-0.780311, 4.697055, -2.845965], [-0.682418, -3.052657, 0.858721], [-0.898653, 4.174656, -1.157011], [0.938682, -0.654019, -2.943996], [3.431797, -0.870563, 5.356217], [-4.572732, 0.756512, -1.806102], [-3.336951, 2.012615, -1.682078], [-3.866201, -1.657628, -2.146573], [-2.172152, -2.052842, -2.452431], [1.743166, 4.951033, -2.685003], [0.973280, -0.364159, 5.920852], [3.219557, 0.547597, -0.262445], [-2.667009, 1.304758, -4.060598], [-1.327832, -5.117135, 2.105786], [2.577351, 0.919737, -1.862799], [3.947101, 0.067761, 3.941671], [1.998814, -2.057492, -2.782343], [1.572170, -2.787837, 0.060852], [-1.225350, -0.231331, 5.295044], [-3.454747, 0.782876, -0.431170], [0.030093, 1.850839, -3.914843], [-1.536875, 3.148013, -2.443060], [0.381118, -2.080594, -2.071643], [2.695223, 3.645439, -1.977457], [-0.719415, 0.349711, 3.673813], [1.565898, 4.562590, -0.972519], [3.216900, 0.878774, 5.338084], [0.768287, 3.378846, -4.429099], [2.616479, -1.601477, 0.879050], [3.189687, -2.457285, -0.556159], [-2.683088, -1.531408, -0.833103], [-1.718052, -4.941190, 4.568424]], "atomic_forces_ev_per_a": [[-0.1, 0.2, -0.2], [-0.8, 0.5, 0.7], [-0.7, 0.1, 0.3], [0.2, -0.1, 0.1], [0.1, -0.1, -0.7], [0.4, 0.1, 0.0], [0.4, 0.2, -0.1], [0.0, 0.1, 0.3], [0.2, 0.2, -0.3], [0.1, 0.0, 0.4], [-0.1, -0.1, -0.4], [0.2, -0.2, 0.1], [0.2, -0.1, 0.0], [0.1, 0.0, -0.2], [0.1, 0.5, -0.5], [-0.7, -0.2, -0.2], [-0.3, 0.2, -0.1], [0.0, 0.1, 0.3], [0.0, 0.1, -0.2], [-0.2, -0.6, -0.2], [0.0, 0.1, 0.3], [1.2, -0.8, -0.6], [0.0, 0.1, 0.0], [-0.3, -0.3, 0.0], [0.2, 0.3, -0.1], [0.4, 0.0, 1.0], [-0.3, -0.4, 0.7], [0.1, 0.2, -0.1], [-0.2, 0.0, 0.0], [0.1, 0.0, 0.0], [0.0, 0.0, 0.1], [0.1, -0.2, 0.0], [0.1, -0.1, -0.1], [-0.1, 0.0, -0.1], [-0.1, 0.1, -0.1], [0.0, -0.1, 0.0], [0.0, 0.1, 0.1], [-0.1, 0.1, -0.2], [0.0, -0.1, 0.1], [-0.1, 0.0, 0.0], [0.0, 0.1, -0.1], [-0.1, -0.1, 0.0], [0.1, -0.1, -0.1], [0.0, 0.1, -0.1], [0.1, 0.1, -0.2], [0.1, 0.1, 0.0], [0.0, 0.1, 0.0], [0.0, -0.1, -0.1], [0.1, 0.1, 0.0], [0.0, 0.0, 0.0], [0.2, -0.1, 0.0], [-0.1, -0.1, 0.0], [0.0, 0.1, -0.2], [-0.1, 0.0, 0.0], [-0.1, -0.1, -0.1], [-0.2, 0.0, -0.1], [-0.1, -0.1, -0.1], [0.1, -0.1, 0.0], [-0.2, 0.1, 0.5], [0.0, 0.0, 0.1], [0.0, 0.1, 0.0], [0.0, 0.1, -0.2], [0.1, 0.0, 0.1], [0.1, -0.1, 0.0], [0.0, 0.0, 0.1], [0.0, -0.1, 0.0]], "total_charge": 1, "e_above_lowest_kcal_mol": 0.00}

[2]
{"formula": "C2H8S3", "method": "ωB97M-V/def2-TZVPD", "symbols": ["S", "S", "S", "C", "C", "H", "H", "H", "H", "H", "H", "H", "H"], "xyz": [[-1.075748, 1.301083, 2.526767], [-1.855025, -0.547246, 2.307833], [1.207980, -0.053848, -1.877740], [1.792390, -0.512383, -0.228405], [-0.625542, 0.221534, -1.695483], [-0.747346, -1.284970, 2.145501], [-1.704772, 1.969051, 1.537193], [-0.796304, 0.896441, -0.865935], [-1.155427, -0.713023, -1.483398], [2.876824, -0.583307, -0.318237], [1.404846, -1.451620, 0.150923], [-0.992483, 0.460061, -2.688067], [1.670609, 0.298226, 0.489048]], "atomic_forces_ev_per_a": [[0.5, 1.0, 0.3], [-0.8, -0.8, 0.0], [-0.8, 0.0, -0.1], [0.2, 0.6, 0.0], [0.9, -1.5, 0.3], [0.2, 0.3, -0.3], [0.1, -0.4, -0.1], [-0.3, 0.5, -0.3], [0.3, -0.1, 0.3], [0.0, -0.3, -0.2], [-0.2, -0.1, 0.0], [0.1, 0.8, 0.1], [-0.5, 0.0, 0.1]], "e_above_lowest_kcal_mol": 11.42}

[3]
{"formula": "C13H26N2O3", "method": "ωB97M-V/def2-TZVPD", "symbols": ["O", "O", "O", "N", "N", "C", "C", "C", "C", "C", "C", "C", "C", "C", "C", "C", "C", "C", "H", "H", "H", "H", "H", "H", "H", "H", "H", "H", "H", "H", "H", "H", "H", "H", "H", "H", "H", "H", "H", "H", "H", "H", "H", "H"], "xyz": [[-3.762400, -0.844633, -0.134265], [0.685058, -0.886433, 2.271117], [-2.098953, -1.312609, -1.563029], [-0.196383, -0.711406, 0.204629], [3.168098, -1.654782, 1.313105], [0.827415, -0.895094, 1.064141], [4.650503, 1.631746, -0.875843], [-1.821308, 0.880113, 1.191531], [-1.419967, 3.333773, 1.021215], [2.688597, 0.297437, -0.072372], [3.906458, -0.365416, -2.184857], [-2.483202, -0.935496, -0.483652], [4.042601, 0.233448, -0.787464], [-1.416706, 2.016100, 0.246758], [2.197478, -1.080387, 0.399635], [-2.342675, 2.122588, -0.962298], [-1.558587, -0.539870, 0.652119], [-4.715438, -1.191032, -1.132090], [3.229005, 0.232279, -2.792645], [2.781202, 0.935882, 0.809401], [-1.114551, 4.155120, 0.377335], [-4.494765, -2.178761, -1.540751], [-2.879634, 0.960898, 1.443383], [2.091984, -1.754241, -0.457147], [4.874952, -0.390763, -2.678638], [3.526824, -1.382490, -2.139751], [-1.240514, 0.969832, 2.111170], [-5.684885, -1.185561, -0.641266], [-2.264943, 1.246796, -1.600368], [-0.396531, 1.827501, -0.104743], [5.615025, 1.596134, -1.376810], [-4.693429, -0.460359, -1.943167], [4.700158, -0.405340, -0.191397], [1.943182, 0.743149, -0.734922], [-0.072580, -0.823463, -0.791729], [3.172983, -1.103372, 2.167513], [-2.416882, 3.547610, 1.400693], [-3.376665, 2.230328, -0.639596], [-1.742128, -1.234830, 1.484423], [4.796757, 2.052908, 0.116085], [3.997097, 2.296049, -1.438644], [-0.734084, 3.285952, 1.863422], [2.883156, -2.592787, 1.576057], [-2.079487, 2.992524, -1.560371]], "atomic_forces_ev_per_a": [[0.1, 0.1, 0.4], [-0.1, 0.1, 0.3], [-0.1, 0.0, -0.1], [-0.4, -0.1, -0.3], [0.0, -0.1, 0.0], [0.2, -0.1, -0.4], [0.0, -0.3, 0.1], [0.2, 0.0, -0.2], [0.1, -0.2, -0.2], [0.3, -0.4, -0.1], [0.1, 0.0, 0.3], [0.3, -0.2, 0.1], [-0.1, 0.2, -0.1], [-0.2, 0.1, 0.2], [0.0, 0.2, 0.3], [0.2, 0.0, 0.1], [0.0, 0.1, 0.3], [-0.1, -0.2, -0.4], [-0.1, 0.1, -0.1], [-0.1, 0.1, 0.1], [0.0, 0.1, 0.0], [-0.1, 0.1, 0.0], [0.0, 0.1, 0.1], [0.0, 0.1, 0.0], [0.1, 0.0, -0.1], [-0.1, -0.2, -0.1], [-0.1, -0.1, 0.0], [0.1, 0.0, 0.0], [-0.1, 0.0, -0.2], [0.0, 0.0, 0.0], [0.1, 0.1, -0.1], [0.0, -0.1, 0.1], [0.0, 0.1, 0.0], [0.0, 0.1, 0.0], [0.1, -0.1, 0.1], [-0.1, -0.1, 0.0], [-0.1, 0.1, 0.1], [-0.2, 0.0, 0.0], [0.0, 0.1, -0.2], [0.0, 0.1, 0.1], [-0.1, 0.1, -0.1], [0.1, 0.0, 0.1], [0.0, 0.1, 0.1], [0.0, 0.1, -0.1]], "e_above_lowest_kcal_mol": 0.30}

no.,frontier orbital gap (eV)
1,8.13
2,8.85
3,10.01